No. 1
{
  "formula": "C32H44BrFN2O6PSi",
  "method": "wB97M-V/def2-TZVPD",
  "gap_ha": 0.2839,
  "total_charge": 1,
  "symbols": ["H", "C", "C", "H", "H", "H", "H", "C", "H", "H", "H", "C", "P", "H", "O", "H", "O", "O", "C", "C", "H", "C", "N", "H", "H", "C", "C", "H", "H", "C", "H", "O", "H", "H", "C", "O", "N", "C", "H", "C", "H", "H", "H", "Si", "H", "H", "H", "H", "H", "O", "H", "H", "C", "C", "H", "C", "C", "C", "Br", "C", "H", "H", "H", "H", "H", "H", "H", "C", "C", "H", "H", "C", "C", "C", "H", "H", "C", "H", "C", "C", "C", "C", "C", "H", "C", "H", "F", "C"],
  "xyz": [[-4.6921, -1.8217, 4.2785], [6.9667, -0.0463, -2.0930], [-1.5713, 3.9779, -2.3276], [-1.3416, -2.0374, 1.0322], [2.1115, -0.2190, -1.3102], [-3.8302, -8.8256, 0.7515], [2.2870, 2.5881, -2.9104], [2.0941, -1.2438, 1.0202], [-4.4706, -2.9412, 2.9652], [-5.6756, 0.5146, -1.9218], [3.7813, 2.2209, -1.3152], [0.7488, -0.6577, 1.4957], [1.8647, 4.8663, -1.3036], [0.9589, 6.6283, -2.0847], [0.8551, 6.1025, -1.2796], [1.7479, 4.5245, 0.9880], [6.0003, 1.6010, -0.7149], [9.6169, 0.4241, -4.4007], [-5.1439, 0.2277, -1.0214], [-3.2075, 0.2081, 0.3093], [0.8903, 0.3646, 1.8626], [-3.8455, -0.5702, 1.2452], [2.4084, 4.8346, 0.2803], [-3.0095, 1.1929, 3.7161], [3.0518, 0.6445, 1.3261], [3.1112, -0.1717, 0.6010], [-5.8047, -0.5131, -0.0929], [-5.8551, -8.1082, 2.0122], [4.1082, -0.5994, 0.7192], [-5.1557, -0.9181, 1.0501], [9.3324, 2.8134, -3.4282], [-2.3550, -7.1652, -0.5951], [-2.1749, 0.4902, 0.4971], [1.2271, 1.3475, -2.3164], [-3.3403, -6.8191, 0.0200], [-1.6206, 4.6333, -1.0901], [0.7843, 3.3172, -1.5852], [-5.6743, -5.9921, 1.4752], [7.6300, 3.3654, -1.6969], [1.7595, 2.2490, -2.0224], [3.2956, 4.3496, 0.3530], [0.1150, -0.5948, 0.6052], [-1.9646, 4.6656, -3.0702], [-2.8328, -1.1146, 2.7516], [0.7123, -2.4027, 2.6957], [-1.4532, -3.1330, 2.3932], [2.5355, -1.7785, 1.8652], [-3.3234, 1.2083, -1.5721], [3.8694, -0.0023, -1.3923], [-6.6571, -5.6391, 2.0899], [-1.8634, 3.3156, 0.5344], [-0.6607, 4.5868, 0.6683], [-1.3195, -2.0835, 2.1248], [-3.9258, -2.3408, 3.6968], [0.6209, 2.7369, 0.4771], [8.6551, 2.0722, -3.0237], [2.8190, 1.8529, -0.9687], [-3.7722, -5.3991, 0.0424], [0.5901, 4.5545, -4.1955], [2.9660, 0.2999, -0.8682], [6.2901, -0.7878, -1.6863], [-0.3198, 2.5088, -3.2046], [-3.3400, -2.9842, 4.3517], [-3.1604, -4.7017, -0.5164], [-5.6760, -1.5156, 1.7877], [-6.8331, -0.8167, -0.2413], [2.6209, 2.1954, 0.0423], [-3.8467, 0.6158, -0.8313], [-1.1074, 3.8700, -0.0311], [0.0452, -1.0299, 3.5323], [-5.1834, -3.9853, 0.7419], [-0.1788, 3.4795, -2.7460], [0.0071, 2.8921, -0.4093], [-4.8534, -5.0170, 0.7154], [7.9903, -1.3439, -3.4175], [1.9527, -1.9880, 0.2328], [7.7454, 2.3667, -2.0988], [-2.2481, 3.1127, -2.3089], [-2.4144, 0.3014, 3.9289], [8.7923, 0.6926, -3.5585], [-4.1613, -7.7954, 0.7792], [6.8320, 1.3309, -1.5626], [-5.2432, -7.4121, 1.4529], [-2.7007, -0.0213, 4.9308], [7.8751, -0.3445, -3.0178], [-1.3685, 0.6116, 3.9237], [-0.5495, 1.6612, -0.6985], [0.0592, -1.5361, 2.5673]]
}

No. 2
{
  "formula": "C32H44N5OPPtS",
  "method": "wB97M-V/def2-TZVPD",
  "de_lowest_ev": 0.284,
  "gap_ha": [0.2322, 0.2361],
  "spin_multiplicity": 3,
  "total_charge": 0,
  "symbols": ["H", "H", "C", "H", "C", "C", "H", "N", "H", "H", "H", "C", "H", "H", "H", "H", "H", "C", "H", "H", "C", "H", "H", "H", "C", "N", "S", "H", "H", "C", "Pt", "C", "H", "N", "H", "C", "C", "H", "C", "H", "C", "O", "P", "C", "H", "H", "C", "H", "H", "H", "N", "H", "H", "H", "C", "C", "H", "C", "C", "C", "C", "H", "H", "C", "C", "C", "C", "H", "C", "H", "H", "H", "H", "N", "H", "C", "C", "H", "C", "C", "H", "H", "C", "H", "C"],
  "xyz": [[-1.7862, 1.2082, 2.4387], [1.6461, 0.8568, -3.6083], [4.8622, 1.1363, -2.6095], [0.5063, 4.2849, 2.4096], [1.2825, 4.2471, 0.3772], [2.1320, 2.8865, 2.3225], [3.0952, 2.7973, 1.8141], [-2.8184, -1.8641, -4.0997], [-2.5880, -2.6153, 4.1679], [2.6340, -5.9565, 2.8055], [-2.4971, 2.5536, -4.0659], [-3.2946, 3.4715, -2.2608], [-3.5185, 4.0651, -0.1934], [3.5648, -1.3989, -0.7543], [-0.2398, -2.4692, 3.9612], [-0.9587, 1.0269, -2.9851], [2.1711, 2.3920, -0.3177], [-2.2494, -2.0600, 3.2917], [-2.9725, 4.4068, -2.7248], [0.3486, -0.5429, 2.8576], [-2.4205, -0.5593, 3.5033], [-0.5211, 2.5392, 1.0597], [-3.6210, -2.4441, -3.9131], [0.3738, 4.8073, 0.1430], [-1.4513, 1.7560, -2.3552], [2.5327, -0.3002, -2.1578], [-0.2243, -1.3788, -3.8613], [-2.8699, -2.3779, 2.4482], [-2.6254, -1.6520, -5.0619], [0.6870, -6.1049, 1.8905], [0.6499, -1.2844, -1.4595], [-0.1077, -1.2604, 2.1768], [-3.8098, 1.6144, -0.3090], [-1.9155, -2.6903, -2.1844], [0.6948, -1.6699, 1.5618], [1.2313, 1.6813, 1.9830], [4.8281, 0.1046, -1.6702], [-1.6792, -1.3055, 0.7323], [2.5653, 0.6792, -3.0626], [-1.1653, -5.9476, 0.8598], [5.9926, -0.2333, -0.9137], [1.8627, -2.7132, -0.1515], [-0.3495, 0.4450, -0.0715], [-0.1847, -5.5113, 1.0191], [-3.4445, 1.4555, -3.0802], [-2.5618, 2.0833, 0.8224], [-1.7281, -2.0504, -3.2918], [-3.0908, 0.3273, 1.6500], [2.3413, 2.8926, 3.3930], [1.8562, 0.8032, 1.7998], [-0.8163, -2.8270, -1.3727], [0.5956, 1.4637, 2.8419], [3.6856, 2.2086, -4.0525], [0.7470, 2.8750, -1.2092], [1.9414, -5.5090, 2.1026], [1.4370, -3.7465, 0.4808], [3.2546, -3.8945, 1.6027], [1.1756, 2.8335, -0.2103], [-2.1519, 0.2070, 2.1932], [-2.8401, 3.4577, -0.7962], [0.3549, 1.9623, 0.7492], [-1.7236, -0.2372, 4.2827], [-2.3484, 0.1767, -1.2500], [-2.7170, 2.2705, -3.0350], [1.4732, 4.2001, 1.9060], [-2.8032, 2.0357, -0.2379], [3.7058, 1.4220, -3.3118], [0.4197, -7.0142, 2.4115], [-1.1434, -0.5365, 1.2996], [-3.4251, -0.3253, 3.8601], [2.1138, 4.7765, -0.0938], [-0.6887, -3.3322, 2.5056], [-1.8483, 3.9099, -0.7057], [6.9313, -0.4858, -0.3014], [-1.8001, -4.4086, -0.6081], [-0.7734, -2.3723, 3.0125], [0.1391, -4.3356, 0.3060], [-4.3858, 3.4537, -2.3072], [-1.8246, 1.1107, -1.0103], [-0.8712, -3.8397, -0.5698], [5.7779, 1.6849, -2.7814], [2.0760, 5.0461, 2.2386], [2.2945, -4.3677, 1.4362], [-0.7648, 2.5953, -2.2272], [3.6378, -0.5891, -1.4741]]
}

No. 3
{
  "formula": "C32H44N6O2P2STa",
  "method": "wB97M-V/def2-TZVPD",
  "de_lowest_ev": 1.293,
  "gap_ha": 0.2346,
  "total_charge": 3,
  "symbols": ["H", "H", "H", "H", "C", "H", "N", "C", "N", "H", "H", "C", "H", "C", "H", "N", "C", "H", "C", "N", "N", "C", "C", "C", "H", "H", "C", "H", "H", "H", "H", "P", "H", "C", "C", "H", "C", "H", "C", "C", "H", "C", "C", "O", "C", "C", "C", "C", "H", "H", "H", "H", "Ta", "C", "C", "H", "H", "C", "H", "C", "C", "C", "H", "C", "H", "H", "H", "H", "N", "C", "H", "C", "H", "H", "H", "C", "H", "S", "H", "H", "H", "P", "O", "C", "H", "H", "H", "H"],
  "xyz": [[-0.7981, 2.0788, 2.8462], [-3.6977, -0.1042, 2.2100], [3.0892, -4.2924, 2.4518], [-0.7883, -1.8085, 4.4940], [-2.6380, -4.7141, 2.1657], [0.8017, -5.5607, 1.7197], [1.1836, -1.5197, -0.4693], [2.5998, -3.6060, -3.6000], [1.1787, 2.2535, 2.6604], [0.4646, -3.4535, -3.7398], [-2.6788, -4.0203, -1.1408], [-0.4420, -0.9504, 3.9185], [-2.8585, -5.5204, 2.8524], [-2.8938, -0.0098, 2.9322], [-0.3094, 3.0671, 1.6230], [-3.0164, 2.9336, -2.2047], [-1.7291, -1.7185, -2.4048], [0.7789, -3.3860, 2.8692], [1.9968, 1.2551, 2.3189], [1.3796, 1.0140, -1.0486], [-0.1060, 2.1947, 2.1075], [2.9369, 2.2780, -2.0997], [3.4103, 0.9384, -2.0635], [0.7350, -5.0574, -1.6122], [-3.1346, -5.8534, 0.4179], [-3.9151, -0.0672, 0.2071], [2.8709, -3.2271, 2.3842], [-4.2970, -1.2922, -1.0148], [-2.7451, 1.0472, 3.1574], [4.3337, 0.5670, -2.4814], [2.6414, -4.6929, -3.6461], [-1.3626, -0.8199, 2.3513], [1.4812, 3.0234, 3.2455], [1.3942, -2.9937, 2.0586], [1.0066, -3.6593, 0.7689], [-1.8900, -0.8385, -3.0251], [1.2513, -3.1237, -3.0566], [2.7663, -3.2227, -4.6057], [-3.6068, -0.4915, -0.7419], [4.1775, 0.3119, 2.3775], [3.4328, -3.2819, -2.9719], [-0.7669, 1.1144, -5.3100], [-2.7968, -4.8995, 0.8004], [3.1975, 1.3375, 2.7529], [1.0108, -2.9810, -0.4540], [0.9626, -3.6823, -1.6731], [-2.0927, -2.6333, 0.4030], [2.4457, 0.1994, -1.4213], [1.0339, 3.1135, -1.3449], [1.2381, -2.0312, -3.0789], [-0.6555, -0.0589, 4.5113], [3.4355, 3.1233, -2.5450], [-0.0059, 0.3203, 0.2433], [-3.3635, 3.1645, -3.4802], [-1.9090, -2.4508, 1.7816], [0.2902, 1.3243, -5.1464], [1.2153, -1.9212, 1.9951], [-2.5353, -3.8598, -0.0803], [0.6711, -5.6142, -2.5393], [-2.1968, -3.4929, 2.6553], [-1.5831, 1.7778, -4.2519], [-1.9810, 2.1446, -2.0702], [3.9335, -0.6093, 2.8967], [0.6249, -5.7281, -0.4090], [2.9983, -1.9090, -1.3930], [-2.4838, -2.4659, -2.6546], [-1.0484, 1.4488, -6.3050], [3.5159, -2.8138, 1.6049], [-1.2417, 1.5338, -2.9687], [-2.6614, 2.6118, -4.5354], [-2.0807, -3.3709, 3.7252], [0.7984, -5.0312, 0.7738], [0.4609, -6.7975, -0.3957], [4.1607, 0.1836, 1.2987], [0.6303, -1.0417, 3.7711], [1.7151, 2.2903, -1.4910], [3.1415, -2.7782, 3.3417], [-1.4560, 1.9832, -0.3325], [5.1259, 0.7134, 2.7124], [-3.2068, -0.5146, 3.8485], [-4.2167, 3.8118, -3.6395], [-1.9359, -1.2014, -0.6935], [1.5475, 0.3058, 1.6160], [2.2736, -1.1596, -1.0923], [-0.7421, -2.1137, -2.5943], [-3.6583, 0.2876, -1.4996], [-0.8998, 0.0315, -5.2573], [-2.9457, 2.8217, -5.5569]]
}